Entry 1:
Here is the molecule C3H5N3O from the Open Molecules 2025 dataset. Energies are from ωB97M-V/def2-TZVPD.

```
12
C3H5N3O ωB97M-V/def2-TZVPD
C -0.36610 -1.38407 1.60842
O -0.30695 -1.62559 0.12573
N -0.09808 -0.35913 -0.23771
C 0.89972 0.08775 -1.06739
N 0.89582 1.50408 -1.06496
C -0.12349 1.69959 -0.27318
N -0.78582 0.68435 0.27651
H -1.28058 -0.68644 1.90570
H 0.68126 -1.22734 2.22225
H -0.54402 -2.38709 1.99990
H 1.70328 -0.53195 -1.62360
H -0.64851 2.61286 0.06600
```

Properties
strongest force on any atom	4.9	eV Å⁻¹
Kohn-Sham gap	0.39436	Eh
2S+1	1
LUMO energy	0.033	Ha
charge	0
HOMO level	-9.82	eV

Entry 2:
Here is a cluster of 2 separate species, C3H5N3O in total from the Open Molecules 2025 dataset. Energies are from ωB97M-V/def2-TZVPD.

```
12
C3H5N3O ωB97M-V/def2-TZVPD
C 1.55877 1.15330 -0.25000
C 0.50445 -0.70077 0.09870
C -0.38725 0.28095 -0.00599
N 1.77498 -0.16317 -0.00492
N 0.45953 -2.04956 0.32507
N -2.43468 0.60781 -0.23972
O 0.25120 1.41214 -0.34938
H 2.23137 1.97184 -0.28938
H 1.28305 -2.69278 0.43347
H -0.39652 -2.37981 0.78748
H -2.26856 1.27674 -1.00629
H -2.57634 1.28331 0.50097
```

Properties
strongest force on any atom	5.7	eV Å⁻¹
Kohn-Sham gap	0.31424	Eh
2S+1	1
LUMO energy	0.008	Ha
charge	0
HOMO level	-8.32	eV

Entry 3:
Here is the molecule C3H5N3O from the Open Molecules 2025 dataset. Energies are from ωB97M-V/def2-TZVPD.

```
12
C3H5N3O ωB97M-V/def2-TZVPD
N -2.04438 -0.84582 1.04186
C -0.75466 -0.69941 0.62405
N 0.42441 -1.02616 0.57636
C 1.35029 -0.09684 -0.05150
O 2.42480 -0.58622 -0.75142
C 0.69851 1.00847 -0.55261
N -0.61152 1.08327 -0.37381
H -2.60347 -1.56891 0.58550
H -2.44320 0.06685 0.86471
H 3.13070 -0.87752 -0.16916
H 1.27018 1.78200 -1.07584
H -0.97080 1.98533 -0.71554
```

Properties
strongest force on any atom	1.8	eV Å⁻¹
Kohn-Sham gap	0.28838	Eh
2S+1	1
LUMO energy	0.030	Ha
charge	0
HOMO level	-7.03	eV

Entry 4:
Here is the molecule C3H5N3O from the Open Molecules 2025 dataset. Energies are from ωB97M-V/def2-TZVPD.

```
12
C3H5N3O ωB97M-V/def2-TZVPD
N -2.02364 -0.46428 0.55108
C -0.64567 -0.27387 0.27781
N 0.43591 -1.01732 0.15107
C 1.37491 -0.11743 -0.27902
O 2.65016 -0.50791 -0.53368
C 0.86715 1.15808 -0.41678
N -0.46417 1.01023 -0.02183
H -2.26491 -0.71712 1.49543
H -2.51533 -1.02069 -0.13071
H 2.68101 -1.46716 -0.40310
H 1.34675 2.07199 -0.73327
H -1.44216 1.34547 0.04301
```

Properties
strongest force on any atom	2.2	eV Å⁻¹
Kohn-Sham gap	0.33164	Eh
2S+1	1
LUMO energy	0.033	Ha
charge	0
HOMO level	-8.14	eV

Entry 5:
Here is a cluster of 2 separate species, C3H5N3O in total from the Open Molecules 2025 dataset. Energies are from ωB97M-V/def2-TZVPD.

```
12
C3H5N3O ωB97M-V/def2-TZVPD
C -1.56840 -0.28738 -0.10978
C -0.89716 0.93358 -0.12231
C 0.40244 0.54746 -0.14880
H 2.72499 -0.47239 0.26312
H -0.93746 -2.06168 0.71760
H -2.70698 -0.58363 -0.24161
H -1.33417 1.91882 -0.22252
H 1.18244 2.20496 -0.11597
N 0.51659 -0.82747 0.32044
N -0.55610 -1.28651 -0.05834
N 1.49524 1.28976 0.08763
O 1.67858 -1.37554 -0.36944
```

Properties
strongest force on any atom	13.6	eV Å⁻¹
Kohn-Sham gap	0.29750	Eh
2S+1	1
LUMO energy	0.002	Ha
charge	0
HOMO level	-8.04	eV

Entry 6:
Here is a structure of composition C3H5N3O from the Open Molecules 2025 dataset. Energies are from ωB97M-V/def2-TZVPD.

```
12
C3H5N3O ωB97M-V/def2-TZVPD
N -0.28387 1.00602 -1.63443
C 0.06816 0.31193 -0.50115
C -0.06778 -1.00928 -0.28250
N 0.66038 -1.31411 0.95880
C 0.10562 -0.13653 1.52534
O -0.94160 -0.11197 2.10456
N 0.61629 0.91293 0.66448
H 0.11660 1.89993 -1.82374
H -0.30702 0.41854 -2.45877
H -0.61852 -1.72154 -0.87642
H 0.28915 -2.12066 1.44027
H 0.36260 1.86474 0.88357
```

Properties
strongest force on any atom	2.3	eV Å⁻¹
Kohn-Sham gap	0.30932	Eh
2S+1	1
LUMO energy	0.032	Ha
charge	0
HOMO level	-7.54	eV